Molecular formula: C2H4O2P
Method: DFT, ωB97M-V/def2-TZVPD

As for the highest occupied orbital energy: -0.625 Eh. Its total charge is +1. Its HOMO-LUMO gap is 0.390 Eh. The calculation puts the total energy at -570.1393 Ha. As for the energy relative to the best compared isomer or geometry (same formula, charge and spin): 0.975 eV. As for the LUMO energy: -6.4 eV.

Each line ends with the Löwdin charge.
Cartesian coordinates (Å):
C  -0.492  0.742  0.110  0.076
C  -0.394  -0.758  0.051  -0.181
O  1.123  1.177  0.017  -0.314
O  0.948  -1.189  0.053  -0.281
P  2.069  -0.018  0.041  1.201
H  -0.809  1.126  -0.830  0.121
H  -0.853  1.382  0.886  0.129
H  -0.871  -1.508  0.581  0.134
H  -0.722  -0.954  -0.908  0.115

***

Molecular formula: C2H4O2S
Method: DFT, ωB97M-V/def2-TZVPD

As for the highest occupied orbital energy: -0.383 Eh. Its HOMO-LUMO gap is 0.346 Eh. The calculation puts the total energy at -627.2102 Ha. As for the energy relative to the best compared isomer or geometry (same formula, charge and spin): 2.011 eV. As for the LUMO energy: -1.0 eV.

Each line ends with the Löwdin charge.
Cartesian coordinates (Å):
C  0.895  -0.565  -0.004  -0.107
C  1.599  0.517  -0.116  -0.081
O  -2.295  1.153  0.390  -0.428
O  -2.895  -1.182  0.330  -0.410
S  -2.418  -0.071  -0.374  0.840
H  0.230  -0.681  -0.811  0.005
H  1.083  -1.166  0.870  0.065
H  1.323  1.333  -0.797  0.063
H  2.477  0.661  0.513  0.054

***

Molecular formula: C2H4O2S
Method: DFT, ωB97M-V/def2-TZVPD

As for the highest occupied orbital energy: -0.346 Eh. Its HOMO-LUMO gap is 0.361 Eh. As for the SMILES: O=C(O)CS. The calculation puts the total energy at -627.2733 Ha. As for the energy relative to the best compared isomer or geometry (same formula, charge and spin): 0.295 eV. As for the LUMO energy: 0.4 eV.

Each line ends with the Löwdin charge.
Cartesian coordinates (Å):
C  0.297  0.741  0.128  -0.504
C  -0.051  -0.240  -0.953  -0.576
H  -0.747  -0.863  1.412  -0.105
H  1.313  0.918  0.055  0.054
H  -0.170  1.677  -0.062  0.072
H  0.486  1.066  -2.149  0.088
O  0.173  0.188  -2.199  0.145
O  -0.453  -1.352  -0.721  0.086
S  -0.008  0.219  1.816  0.740